{"formula": "C18H18BN4Pd", "method": "ωB97M-V/def2-TZVPD", "orbital_gap_ev": [7.63, 4.51], "multiplicity": 5, "lumo_energy_ha": [-0.3879, -0.5162], "total_charge": 3, "species": ["C", "H", "H", "H", "H", "H", "H", "H", "C", "H", "N", "N", "B", "C", "C", "C", "C", "H", "C", "C", "C", "H", "C", "C", "H", "H", "C", "H", "H", "N", "N", "C", "Pd", "H", "C", "C", "H", "H", "C", "C", "C", "H"], "positions_angstrom": [[-3.659275, 1.556681, 1.225518], [-4.521158, -1.074584, 1.306359], [2.679912, -0.050443, -1.797515], [-0.065032, -4.916652, -0.241003], [0.600918, 3.558121, 0.803354], [3.232260, 1.910184, 4.471028], [-2.007137, -4.386457, 0.322691], [0.310650, 3.068969, -0.878052], [-2.137852, -3.322735, 0.460478], [-4.193717, -3.502402, 1.044361], [-1.392993, 1.554857, 0.436606], [1.108200, -1.747702, -0.538943], [2.854249, 0.776049, 4.097022], [1.883252, -4.396596, -0.962393], [2.728630, -3.351553, -1.247956], [-2.524978, 3.612400, 0.814882], [-3.554504, -1.459327, 1.014021], [2.371628, 1.561535, 4.950892], [2.025741, 0.652982, 2.817815], [-1.076845, -2.417015, 0.225101], [-2.464185, -0.583434, 0.769297], [2.187739, -5.421893, -1.125971], [0.245080, -2.774071, -0.257573], [-1.381688, 2.880550, 0.421579], [3.701440, -0.002133, 4.324123], [-2.484463, 4.693124, 0.789335], [-2.516992, 0.879053, 0.828279], [-4.548344, 1.025641, 1.533103], [-4.539967, 3.499262, 1.529533], [1.388741, 0.462507, 1.878129], [-1.296727, -1.109366, 0.416118], [-3.370910, -2.823400, 0.862458], [0.285454, 0.201290, 0.088839], [-0.315521, 4.606263, -0.274146], [-3.658165, 2.952806, 1.222321], [3.221328, -0.863747, -1.309471], [3.644317, -0.486486, -0.373130], [4.048293, -1.160731, -1.949854], [0.616728, -4.108406, -0.462584], [-0.128554, 3.567953, -0.011378], [2.312310, -2.008469, -1.021626], [3.720604, -3.525728, -1.644097]], "atomic_forces_ev_per_a": [[-0.041, -0.043, -0.002], [-0.002, -0.004, 0.000], [0.003, -0.013, 0.007], [-0.005, 0.009, 0.005], [-0.011, 0.013, 0.000], [-0.200, 0.508, 0.122], [-0.013, 0.000, 0.004], [-0.016, 0.014, 0.002], [-0.086, -0.092, 0.021], [-0.001, -0.002, -0.001], [-0.058, -0.235, 0.189], [-0.119, -0.113, 0.177], [0.491, -0.681, -0.357], [0.026, -0.004, -0.008], [-0.004, -0.066, 0.009], [-0.017, -0.013, 0.009], [-0.104, -0.128, 0.020], [0.075, 0.166, 0.158], [-0.345, 0.097, -0.081], [0.181, 0.098, -0.053], [0.220, 0.122, -0.090], [0.006, 0.003, -0.004], [-0.081, -0.005, -0.004], [0.074, 0.013, -0.079], [-0.083, -0.126, 0.177], [-0.025, 0.004, -0.002], [-0.106, 0.042, 0.022], [0.004, -0.004, 0.000], [0.003, 0.004, -0.002], [-0.017, 0.011, -0.025], [0.087, 0.103, 0.040], [-0.008, 0.030, 0.007], [0.157, 0.259, -0.244], [0.011, 0.001, -0.014], [0.023, 0.033, -0.008], [0.011, -0.034, 0.008], [0.007, -0.013, -0.002], [0.005, 0.014, -0.006], [-0.004, -0.094, -0.017], [0.001, -0.011, 0.045], [-0.036, 0.157, -0.015], [-0.001, -0.019, -0.008]]}

{"formula": "C18H18BaF6O22P", "method": "ωB97M-V/def2-TZVPD", "orbital_gap_ev": 2.73, "lumo_energy_ha": 0.0511, "total_charge": -1, "e_above_lowest_kj_mol": 1239.8, "species": ["F", "Ba", "C", "F", "H", "H", "O", "H", "H", "C", "C", "O", "O", "O", "O", "O", "C", "O", "H", "C", "H", "F", "F", "C", "C", "O", "C", "O", "C", "C", "O", "O", "C", "O", "H", "O", "O", "H", "H", "H", "O", "H", "C", "H", "P", "F", "O", "H", "C", "O", "O", "F", "C", "C", "H", "C", "H", "O", "H", "O", "O", "C", "O", "H", "H", "C"], "positions_angstrom": [[-4.211337, 5.395297, -2.638513], [-0.555127, -3.496453, -0.569963], [-0.553127, 0.138447, 6.529897], [-1.172397, 1.720337, 9.019177], [-2.037237, 6.606907, -2.456453], [-2.165297, 7.149637, -0.883923], [-1.988677, -7.295103, -2.734433], [3.730813, -5.521793, 8.117787], [-9.572307, 0.016797, -4.272153], [5.614463, 0.645127, -1.602523], [-2.210147, 4.094487, -0.899493], [0.096243, -7.403673, -2.608323], [-3.518447, 4.309897, -0.933213], [0.242873, 2.520437, -6.806193], [-1.629187, 3.019917, -0.669523], [-0.391767, 0.499847, -5.955273], [-9.475647, 0.894827, -2.305873], [1.240943, 0.657557, -7.441903], [-9.473307, 1.952897, -2.044013], [0.348693, 1.204997, -6.672603], [1.683073, 3.891187, -7.633393], [0.282323, 3.265537, -8.938333], [5.947503, 2.962757, 0.124877], [1.107523, 3.006337, -7.905203], [-7.641167, -0.393303, -2.230103], [3.160763, -5.273953, 6.137767], [5.204763, -6.117683, 6.690297], [-6.714397, -1.096663, -1.804693], [0.855713, 1.312147, 7.774937], [-2.381727, 6.263727, -1.480933], [-0.997907, -7.957703, -0.444083], [-0.815757, -0.225403, 7.821547], [4.015343, -5.337963, 4.977517], [-0.906387, -0.397363, 5.453007], [1.797913, 0.766507, 7.826227], [-1.533797, 5.189857, -1.212793], [-7.705357, 0.030367, -3.394043], [1.202763, 2.303687, 8.065637], [7.600773, 1.833387, 0.388027], [7.326703, 3.355157, -1.877813], [5.030713, -6.086573, 5.253747], [-8.774027, 1.577037, -4.249763], [-0.258517, 0.777637, 8.690217], [3.305453, -6.968093, 7.181827], [-1.001167, -8.270193, -1.928453], [5.690603, -7.311543, 6.932077], [0.162073, 1.203177, 6.583097], [1.766793, 1.405747, -9.207913], [7.203233, 2.275057, -1.798923], [-8.708527, -0.016163, -1.508533], [-0.965437, -9.585313, -2.704453], [-10.720097, 0.448737, -2.236413], [1.894493, 1.701037, -8.166473], [-3.712607, 5.596327, -1.422973], [0.071963, 0.415347, 9.663677], [6.796553, 2.026567, -0.321913], [2.979333, 1.719587, -8.062243], [3.810953, -4.789503, 3.918957], [8.108963, 1.769837, -2.134343], [4.747243, -0.179193, -1.942953], [6.245803, 0.735197, -0.300083], [-8.930817, 0.664517, -3.674603], [6.154903, 1.610077, -2.423653], [-4.434377, 6.165827, -0.837463], [5.918693, -5.373903, 7.044127], [3.809093, -6.002223, 7.142517]], "atomic_forces_ev_per_a": [[-0.853, 0.419, -1.945], [-0.027, -0.501, -0.136], [-2.254, -3.221, -3.931], [-0.511, 0.404, -0.543], [-0.911, -0.065, -0.518], [-0.447, -0.424, 0.887], [1.492, 0.320, 0.307], [-0.172, 0.188, -0.108], [-0.032, -0.189, 0.190], [-2.556, -2.946, -0.396], [3.558, -4.950, 0.764], [-0.291, 1.894, -0.890], [-0.346, 0.356, 0.993], [1.103, 2.224, -0.861], [-2.496, 3.576, -0.539], [2.359, 2.880, -2.059], [0.477, -0.773, 0.218], [2.007, 0.645, -0.886], [0.345, -0.169, 0.831], [-4.396, -3.693, 3.537], [-0.324, -0.089, 0.160], [-0.004, 0.461, -0.342], [-0.518, 0.402, 0.003], [-0.682, -2.615, 1.569], [3.890, -4.359, 5.350], [0.982, 1.054, -2.087], [-0.017, -0.176, -1.613], [-2.823, 2.031, -0.786], [-0.394, 0.418, 2.200], [1.513, 0.592, -1.013], [-0.401, -1.211, -1.027], [-0.481, -0.164, 1.016], [-3.113, 2.270, -1.560], [0.928, 1.705, 4.918], [-0.304, -0.848, -0.306], [1.536, 0.130, 0.651], [0.430, 1.674, -5.695], [-0.822, 0.440, -0.566], [0.369, 1.155, 0.045], [-0.729, -0.036, -0.894], [2.391, -0.362, 1.125], [0.259, -0.038, 0.146], [1.284, -0.873, -0.041], [0.433, -0.329, 0.248], [-0.277, -0.976, -0.466], [1.100, -1.814, 0.859], [2.540, 2.999, -2.331], [-0.133, 0.368, -0.223], [0.440, -0.321, 2.266], [-0.661, 1.627, 0.590], [-0.486, 0.415, 2.204], [-2.027, -0.160, 0.193], [0.183, -0.294, -1.813], [-1.342, 0.745, 0.575], [0.000, -0.849, -0.401], [2.674, -1.931, 0.641], [-0.126, 0.122, 0.903], [-0.026, -1.070, 2.412], [0.328, 0.170, 0.542], [3.965, 3.645, 1.580], [-2.161, 0.619, -3.261], [0.127, 0.355, -1.033], [-1.794, -0.743, -0.537], [-0.212, -0.355, 0.149], [-0.062, 0.256, -0.287], [-1.496, -0.014, 1.019]]}

{"formula": "C18H18BrN3O7P2Pd", "method": "ωB97M-V/def2-TZVPD", "orbital_gap_ev": 6.95, "lumo_energy_ha": -0.0239, "e_above_lowest_kj_mol": 59.9, "species": ["C", "C", "H", "H", "O", "H", "N", "P", "H", "Pd", "O", "C", "O", "H", "H", "C", "N", "O", "H", "C", "H", "H", "C", "H", "H", "H", "C", "H", "C", "O", "C", "H", "C", "Br", "H", "H", "C", "C", "H", "C", "C", "O", "H", "C", "C", "N", "P", "O", "C", "C"], "positions_angstrom": [[-0.701382, 2.025351, 3.842373], [2.350998, -0.792623, 2.190828], [4.938312, -3.204928, 0.633162], [1.714837, 0.523528, 3.820434], [-3.287789, -0.325579, -3.378251], [3.537782, -1.797230, -0.819308], [-1.052983, -2.226853, -4.170761], [0.254254, -2.433034, -1.848770], [-0.350896, -1.541704, -4.463717], [-0.236975, -0.033341, -0.194017], [-2.130097, -0.039529, -1.042829], [2.474213, -0.843007, 0.776024], [1.310564, -1.405920, -2.475623], [1.640007, -0.783842, -1.781201], [-0.400411, 1.412564, 4.682552], [1.439630, 0.142628, 2.827173], [0.414636, 0.551803, 2.202322], [1.824600, -0.058343, -0.061631], [3.095118, -1.485925, 4.080250], [-2.383286, -3.066243, -2.278085], [-2.288151, 4.957328, 3.183833], [-1.390760, 1.059272, -3.953338], [3.184326, -1.569329, 3.003724], [-3.318166, -2.914511, -2.820668], [-2.247338, 5.405771, 0.730449], [-0.663933, -3.168286, -4.294915], [-1.419899, 3.216878, 4.063083], [-0.642815, 2.350233, -1.808572], [-1.758262, 4.452016, 0.574345], [-0.941304, 0.567750, -3.252486], [-1.453635, 3.642424, 1.690745], [-1.910148, -2.092426, -4.713673], [-0.364654, 1.635200, 2.571214], [5.199809, -3.497762, 3.568347], [-1.628058, 4.623529, -1.552670], [-2.583296, -2.943864, -1.214621], [-1.767046, 4.023197, 3.017953], [4.095725, -2.433688, 2.451949], [-1.675388, 3.500723, 5.075291], [3.433869, -1.737064, 0.256635], [-0.849631, 2.752701, -0.827625], [0.543375, -3.817500, -2.265946], [-2.001887, -4.075956, -2.433333], [-1.426224, 4.026374, -0.675351], [-0.805364, 2.413815, 1.460529], [-0.565603, 1.966947, 0.185149], [-2.077855, -0.362960, -2.526409], [-0.009405, -2.042038, -0.402409], [4.220596, -2.521986, 1.067310], [-1.340011, -2.034559, -2.699468]], "atomic_forces_ev_per_a": [[0.030, -0.055, -0.021], [0.010, -0.028, -0.009], [-0.001, 0.002, -0.005], [0.007, 0.041, -0.020], [-0.028, 0.004, 0.039], [0.013, -0.012, 0.003], [0.003, -0.021, -0.024], [-0.065, 0.079, -0.038], [-0.008, 0.005, 0.000], [0.250, -0.157, 0.150], [0.025, -0.058, -0.205], [0.087, -0.095, 0.063], [-0.003, -0.016, 0.018], [0.017, 0.013, 0.005], [0.004, -0.003, -0.003], [-0.008, 0.061, -0.023], [-0.066, -0.134, 0.026], [-0.117, 0.056, -0.103], [0.007, -0.005, 0.001], [-0.023, -0.013, -0.004], [0.000, 0.001, 0.000], [0.009, 0.006, 0.010], [-0.041, 0.023, 0.002], [-0.001, -0.001, 0.002], [0.002, 0.000, 0.000], [-0.001, -0.006, 0.012], [-0.015, 0.025, -0.022], [-0.004, 0.005, -0.019], [-0.013, 0.008, 0.007], [-0.041, -0.008, -0.027], [0.001, -0.002, 0.015], [0.006, -0.006, -0.003], [0.001, 0.049, 0.119], [-0.005, 0.004, 0.001], [0.002, -0.006, -0.006], [0.000, 0.006, -0.002], [0.006, -0.014, 0.020], [0.021, -0.020, -0.050], [0.000, 0.000, 0.001], [-0.073, 0.065, -0.011], [-0.014, -0.004, 0.011], [0.025, -0.023, -0.032], [0.000, 0.000, -0.004], [0.013, -0.021, -0.015], [-0.011, 0.028, -0.002], [-0.007, 0.133, -0.075], [0.000, 0.014, 0.048], [-0.056, 0.030, 0.041], [0.012, -0.013, 0.063], [0.050, 0.062, 0.065]]}

{"formula": "C18H18ClFN2O4S", "method": "ωB97M-V/def2-TZVPD", "orbital_gap_ev": 9.47, "lumo_energy_ha": 0.0130, "smiles": "O=C(Cc1c(F)cccc1Cl)Nc1ccc(S(=O)(=O)N2CCOCC2)cc1", "species": ["H", "C", "C", "C", "H", "H", "H", "H", "C", "C", "Cl", "C", "H", "C", "C", "O", "O", "O", "C", "H", "O", "C", "C", "H", "N", "C", "N", "C", "H", "H", "H", "H", "H", "F", "C", "C", "C", "H", "H", "C", "C", "H", "H", "H", "S"], "positions_angstrom": [[5.544845, 2.992207, -1.830418], [0.027684, -0.173802, -0.714683], [-5.029184, -0.887082, 1.337396], [1.714335, 1.941672, -0.054220], [-0.629458, -0.989793, -0.963968], [7.785330, 1.851703, -1.313271], [5.970571, -1.701856, -0.909718], [4.818908, -0.476871, -2.727612], [0.744614, 1.531388, 0.837648], [6.824710, 1.424087, -1.023351], [-4.491827, 0.606050, 0.657153], [-1.975520, -0.915909, 1.399117], [5.971464, 1.702837, -2.989141], [-0.104652, 0.468106, 0.516362], [-4.213126, -1.534641, 2.261784], [6.971378, 0.025535, -1.118061], [3.203467, 3.261596, -2.365432], [2.963805, 1.172882, -3.653163], [4.619279, -0.190287, -1.685453], [-2.396398, -1.612150, 3.376486], [-2.055129, -1.714408, 0.499264], [-5.899428, -3.281506, 2.412026], [-6.682455, -2.608583, 1.491578], [-6.211839, -4.218098, 2.844678], [4.479875, 1.246979, -1.570494], [1.834740, 1.295052, -1.270056], [-1.067201, 0.105380, 1.457064], [-2.875812, -0.968146, 2.635837], [-7.632371, -3.020904, 1.190637], [0.636798, 2.034051, 1.788403], [-6.857253, -0.880482, 0.232531], [-1.087693, 0.693639, 2.279041], [3.684252, -0.650785, -1.362236], [-3.925085, -3.391268, 3.679489], [-6.252448, -1.408748, 0.952015], [5.710527, 1.921452, -1.943614], [5.775267, -0.635633, -0.785940], [1.115487, -0.222515, -2.568606], [2.375643, 2.763650, 0.165706], [-4.682374, -2.736264, 2.776062], [0.999529, 0.246914, -1.604501], [-3.002295, 0.030202, 3.059740], [5.511398, -0.427293, 0.262343], [6.591065, 1.705310, 0.014250], [3.119187, 1.831490, -2.386512]], "atomic_forces_ev_per_a": [[0.204, 0.003, -0.018], [-0.140, -0.110, 0.012], [-0.210, -0.393, 0.186], [-0.100, 0.053, 0.144], [0.012, 0.007, -0.010], [-0.105, 0.061, 0.038], [-0.107, 0.061, 0.042], [-0.020, -0.041, 0.106], [0.046, -0.022, -0.117], [-0.202, 0.238, -0.125], [-0.048, 0.244, -0.112], [0.019, 0.137, 0.453], [0.060, 0.053, 0.062], [0.229, -0.040, -0.340], [0.059, -0.038, 0.068], [0.178, -0.079, -0.111], [0.080, 0.097, 0.231], [-0.111, -0.235, 0.130], [0.229, -0.575, 0.059], [0.004, 0.096, -0.025], [-0.023, -0.157, -0.125], [0.161, -0.042, 0.100], [0.123, 0.043, 0.044], [-0.013, -0.096, 0.059], [-0.867, 0.440, -0.261], [0.447, 0.063, -0.502], [0.152, 0.287, 0.288], [-0.118, -0.257, -0.143], [-0.092, -0.039, -0.024], [0.003, 0.062, 0.095], [-0.030, 0.066, -0.064], [-0.128, -0.171, -0.136], [0.082, -0.173, 0.011], [-0.009, 0.025, -0.067], [0.018, 0.118, -0.071], [0.454, 0.306, -0.049], [-0.390, -0.051, -0.008], [-0.039, -0.117, -0.096], [0.050, 0.122, 0.147], [-0.163, 0.220, -0.145], [0.105, 0.122, -0.065], [0.063, -0.031, 0.036], [0.020, -0.065, -0.060], [0.041, 0.022, -0.067], [0.075, -0.210, 0.430]]}